Entry 1:
Here is C33H38BrFeIN3O2Sb2 as an isolated structure in a non-equilibrium geometry from the OMol25 dataset. Energies are from ωB97M-V/def2-TZVPD.

XYZ file:
```
81
Properties=species:S:1:pos:R:3:forces:R:3:mulliken_spin:R:1
H 3.119802 0.694299 -5.481126 0.01 0.03 0.03 0.000
H 1.176527 3.742978 1.071021 -0.02 -0.02 0.08 0.000
C 0.075796 -0.795740 -3.768442 -0.18 -0.04 -0.07 -0.004
Fe 0.585721 0.006760 -0.930642 -0.75 1.63 0.04 0.025
C -0.953816 -1.062419 1.672068 -0.05 -0.17 -0.31 0.002
C -3.457947 3.448865 -3.402112 0.24 -0.14 -0.03 0.000
N 0.361367 2.066919 0.171547 0.50 -0.78 -0.40 0.000
H 3.077586 -4.038814 0.295011 -0.04 -0.02 -0.04 0.000
H 2.354645 -2.940045 1.489438 0.00 0.04 0.00 0.002
O -1.522522 0.560316 -0.825947 0.73 -1.68 -0.45 0.101
H -0.999851 3.567377 0.283093 0.06 0.01 0.06 0.001
Sb -2.325244 -1.494694 0.049889 -0.17 0.62 0.42 0.192
H 3.635558 6.210434 5.539758 -0.01 0.03 -0.02 0.000
H 4.606340 2.080389 1.523135 -0.03 -0.06 0.03 0.000
Br 2.911873 0.579176 -0.203448 0.27 -0.26 -0.11 0.000
C -0.003005 -4.558855 -0.372841 -0.11 0.61 -0.21 -0.009
C 3.618024 5.485769 4.737424 0.01 -0.06 -0.04 0.000
O -1.643600 1.946225 -3.204292 0.16 0.08 -0.18 0.001
H -4.185412 -1.514606 1.993389 0.02 -0.01 0.00 0.007
H -3.237404 3.522282 -4.458948 -0.05 -0.03 -0.01 0.000
C -4.767418 4.058199 -1.473330 -0.07 0.05 0.03 0.000
C 2.690410 -3.034628 0.457899 -0.23 0.17 -0.06 0.002
C -1.978331 1.769537 -0.321923 -0.22 0.57 0.30 -0.003
I -0.983292 -2.457719 -6.064912 0.20 0.24 0.19 0.000
H -4.165494 3.167398 0.380615 0.00 -0.01 0.01 0.000
H -0.792875 -4.687115 -1.109964 0.06 -0.05 -0.02 0.000
H 1.337425 -3.811785 -3.389830 -0.01 0.03 -0.01 0.000
C -1.320295 -4.823126 3.718222 0.12 0.04 0.03 -0.042
H 2.784093 -2.850822 -3.010608 -0.03 0.03 -0.01 0.001
H -2.693401 -4.249700 -0.572627 0.00 0.10 0.00 0.009
C -3.958010 -0.750209 1.250563 0.14 -0.02 -0.41 0.001
C 2.624163 2.153789 0.892961 0.25 -0.11 0.06 0.000
C -3.970655 3.246711 -0.683952 -0.01 0.06 -0.05 0.001
H -3.644068 0.158068 1.759714 -0.01 -0.02 0.03 -0.001
H -3.204335 -4.095051 3.035975 0.00 0.01 0.00 0.001
H 0.059674 -1.424114 1.487659 0.01 -0.04 0.13 -0.001
C -0.484876 -4.624899 1.029901 -0.07 -0.08 0.34 0.117
C -2.907755 2.541795 -1.235474 0.24 -0.28 -0.09 -0.002
N -0.819768 2.626791 -0.042570 -0.16 0.12 -0.43 0.003
C 3.588293 3.580379 2.698635 0.00 0.31 0.27 0.000
H 5.684355 5.761141 4.238837 0.01 -0.01 -0.01 0.000
H -3.813271 -3.800603 0.774033 0.00 0.08 0.03 0.017
C 0.376564 -5.079506 2.024460 0.03 0.02 -0.10 -0.065
C 2.053821 -3.553392 -2.611739 -0.24 0.29 0.05 0.005
H -1.320749 -1.485976 2.605421 0.03 -0.05 0.00 -0.004
C -2.187512 -4.351660 2.763345 -0.06 -0.04 -0.11 0.107
H 3.483734 -2.313606 0.272749 0.00 -0.01 0.00 0.000
H 5.666700 4.068588 2.447295 0.02 -0.01 0.03 0.000
C -1.811729 -4.270483 1.402385 0.22 -0.04 0.17 -0.028
H 0.666757 -5.553545 4.093023 0.01 -0.03 -0.02 0.005
H -4.840597 -0.549795 0.648317 -0.01 -0.02 0.00 0.001
H 2.595198 1.169382 -3.099635 -0.01 -0.02 -0.01 0.000
H 2.569477 -4.452263 -2.279611 -0.03 0.00 0.06 0.000
H -2.510919 1.602142 0.629914 0.05 -0.04 -0.08 0.003
H -1.642748 -4.932462 4.744342 0.00 0.04 0.01 0.001
C 0.307876 -1.128725 -5.089761 -0.20 -0.19 -0.20 0.003
H -5.129509 4.774101 -3.459632 0.03 0.03 -0.01 0.000
C 2.251485 0.251974 -5.014585 -0.11 -0.03 -0.06 0.000
H 1.544602 3.244681 3.287503 -0.05 0.04 0.01 0.000
C 4.764567 4.273178 3.010656 -0.11 -0.05 -0.17 0.000
H 1.377847 -5.387262 1.748748 0.01 -0.01 0.02 0.001
Sb 1.064097 -2.697209 -0.906971 0.68 -0.60 -0.04 0.029
H 1.558158 4.971205 5.037335 0.01 -0.02 0.02 0.000
C 1.961854 0.520351 -3.689423 0.14 0.17 0.05 0.001
C -0.023566 -5.183180 3.347266 -0.08 0.04 0.06 0.140
C -2.782801 -3.868599 0.437110 -0.14 -0.08 -0.19 0.381
C 1.317078 2.719383 0.731479 -0.37 0.00 -0.11 0.001
H -1.318451 1.303765 -2.561589 -0.03 -0.11 0.07 0.006
H 0.772102 -5.301822 -0.553050 0.04 0.03 -0.06 0.004
C 4.772440 5.226701 4.010429 0.05 0.06 0.08 0.000
C 2.452040 4.786413 4.456849 -0.06 0.08 0.03 0.000
H 1.631696 -0.832123 -6.763681 -0.01 -0.01 -0.01 0.000
C 3.642212 2.557978 1.663947 -0.10 -0.30 -0.31 0.000
H -0.930973 0.024354 1.756856 -0.05 0.01 0.03 -0.005
C 1.417692 -0.593301 -5.730841 0.03 0.01 0.09 0.000
C -4.503665 4.152998 -2.833289 -0.03 0.00 0.05 0.000
N 0.896571 -0.000311 -3.075312 -0.18 -0.07 1.36 -0.005
H -0.798880 -1.168587 -3.247123 0.03 -0.03 0.02 -0.004
C 2.432963 3.841535 3.447844 0.15 -0.16 -0.11 0.000
C -2.652944 2.635124 -2.612327 -0.43 0.19 0.27 0.005
H -5.581499 4.619303 -1.036504 -0.02 -0.04 0.01 0.000
```
Forces are in eV/Å.

Results
2S+1: 2
charge: +2
Kohn-Sham gap (spin up / spin down): 6.49 / 5.35 eV
highest occupied orbital energy (spin up / spin down): -12.6475 / -12.6579 eV
<S²>: 0.782
relative energy (zero: lowest compared OMol25 entry of this formula, charge and spin): 159.7 kJ/mol
max |F|: 1.9 eV Å⁻¹

---

Entry 2:
Here is C33H38ClN12O2Pt as an isolated structure in a non-equilibrium geometry from the OMol25 dataset. Energies are from ωB97M-V/def2-TZVPD.

XYZ file:
```
87
Properties=species:S:1:pos:R:3:forces:R:3:lowdin_charge:R:1
C 3.513377 -2.855972 -3.039279 -0.01 -0.02 -0.01 -0.386
N -8.529235 1.193134 3.127665 -0.01 0.01 0.01 0.047
H -1.416318 2.259586 1.338960 0.00 0.02 0.02 0.071
C 0.607478 1.109224 4.479823 0.00 0.00 0.00 -0.452
O -0.957361 -0.499145 -3.963463 -0.12 0.01 0.04 0.075
C -1.965422 -5.559593 -0.725509 0.02 0.02 -0.03 -0.179
N 0.422418 0.082840 2.024727 0.04 0.06 0.04 0.027
H -0.925072 -2.215188 3.806524 0.00 -0.05 -0.02 0.114
O 0.041342 -0.187125 -2.012490 -0.11 -0.24 -0.12 -0.247
C -0.947133 -0.636878 -2.759624 0.22 0.22 0.17 -0.674
H 2.417084 3.936053 -2.052013 0.00 0.00 0.00 0.110
H -0.634652 -2.175604 2.014732 -0.22 -0.08 -0.11 -0.004
H -9.693736 3.731822 2.595454 0.00 0.00 0.00 0.103
C -1.333408 -4.411292 -0.059047 0.43 0.61 0.20 -0.356
H 3.114714 -0.723291 -3.106685 0.00 0.00 0.00 0.076
H -2.512448 -0.659630 -1.246654 -0.02 0.08 -0.05 0.043
H -1.882258 -6.434571 -0.079209 -0.03 0.00 0.01 0.079
H 2.949609 4.926679 0.175159 0.00 0.00 0.00 0.109
C -8.629204 3.614164 2.442130 0.00 0.00 0.00 -0.037
C 2.068646 3.294573 1.252322 0.00 -0.01 0.00 0.004
C 1.550478 -3.615341 -4.371136 -0.13 0.03 -0.06 -0.052
C 0.960635 1.282509 2.279961 -0.01 0.04 -0.02 -0.292
C 1.418581 2.082854 1.110778 0.00 -0.02 -0.01 -0.205
C 3.675680 -1.433066 -2.494337 0.00 0.01 0.00 -0.081
C 2.438948 3.975357 0.102417 0.00 -0.01 0.01 -0.044
H 1.209958 1.721170 -2.122033 0.00 0.00 0.00 0.115
C -7.837525 4.640532 1.992867 0.00 0.00 0.00 -0.107
C -2.077497 -1.290672 -2.026266 -0.04 -0.02 0.39 -0.121
C 1.203012 -3.226888 -1.959339 -0.09 -0.03 -0.18 -0.346
H -2.811499 -1.733377 -2.693377 0.02 -0.07 0.04 0.087
C -5.111086 0.099253 -0.087381 -0.04 -0.04 -0.11 -0.055
Cl -1.390571 -2.945968 -1.057667 -0.66 -1.41 -0.84 0.908
H -0.160602 -4.195920 -5.592178 -0.01 0.01 0.00 0.087
C -5.817695 3.264773 2.020060 -0.02 -0.01 -0.01 0.009
C 2.146175 3.430166 -1.136317 -0.01 0.00 -0.02 -0.030
N -6.418554 0.919920 2.827387 0.01 0.06 -0.02 -0.048
C -0.176891 -3.354411 -2.335860 0.27 0.17 -0.21 -0.305
H -1.478532 -4.199350 0.988961 -0.22 0.06 -0.02 0.039
C -0.686512 -3.712172 -3.576540 -0.14 0.05 0.26 -0.133
H -3.786158 -2.173543 0.751058 0.35 0.16 0.04 0.071
N 1.739299 -3.068799 -0.773513 0.07 0.13 -0.04 0.081
C -0.035470 -0.582468 3.130964 0.05 -0.09 -0.01 -0.418
N -7.566945 0.342060 3.196151 0.02 0.00 0.01 0.034
H -4.761131 3.131863 1.836364 0.01 0.00 0.00 0.095
C -4.115286 0.658277 0.669566 0.15 0.03 0.17 -0.489
H -1.491953 -5.780487 -1.685726 -0.02 -0.07 0.03 0.068
C -2.341513 1.702118 1.400856 0.09 0.05 -0.09 -0.250
H 1.051162 -3.142694 -0.030476 -0.07 -0.19 0.14 -0.031
H 4.009465 -3.890113 -1.210184 0.00 -0.01 0.01 0.057
H 5.409463 -3.563887 -2.256879 -0.01 0.00 0.00 0.066
H -3.046300 -2.102372 0.909995 -0.41 -0.12 0.07 0.042
H 0.201101 1.217350 6.457479 0.00 0.00 0.00 0.099
C 1.486098 2.213463 -1.197132 -0.02 -0.02 0.00 -0.073
C -8.003756 2.385550 2.692343 0.01 -0.02 0.01 -0.251
C 0.187818 -3.904386 -4.612154 0.19 0.02 -0.01 -0.112
C -6.631797 2.221585 2.491798 0.01 -0.01 -0.01 -0.152
H 4.731641 -1.146110 -2.502186 0.00 0.01 -0.01 0.067
N 0.043426 -0.075397 4.370317 -0.03 0.01 0.03 0.180
H 4.271912 -4.858573 -2.668571 0.00 0.00 0.00 0.072
H -5.867102 5.293214 1.409668 0.00 0.00 0.00 0.098
C 4.354815 -3.856431 -2.241604 -0.01 0.02 0.00 -0.083
C 2.054586 -3.257287 -3.151393 -0.05 -0.05 0.12 -0.149
N -2.950293 1.249944 0.264283 -0.10 0.00 0.01 0.050
H -4.823184 0.102106 3.907109 -0.03 -0.03 0.00 0.129
H -5.024968 0.119411 -1.163077 -0.03 0.00 -0.01 0.015
N 0.727999 1.644810 5.717123 -0.02 -0.01 -0.03 0.157
C -3.019867 1.395506 2.533963 -0.05 0.00 0.00 -0.138
C -0.578419 -2.030012 0.276117 0.54 0.54 0.26 -0.415
C -6.449717 4.460667 1.783849 0.00 -0.01 0.00 -0.087
H -5.436630 -0.868756 2.541211 0.00 0.03 -0.03 0.119
H -8.277999 5.606792 1.781340 0.00 0.00 0.00 0.091
N -0.548129 -1.786285 2.980027 0.13 0.17 0.27 0.179
H -2.850054 1.603052 3.576844 -0.01 0.00 0.01 0.086
N 1.138959 1.566274 -0.088215 0.04 0.12 0.04 -0.025
N -4.155227 0.697684 2.075365 0.01 -0.07 -0.03 -0.081
H -1.758157 -3.824557 -3.706228 0.00 0.02 -0.01 0.103
H 2.236992 -3.642169 -5.212474 0.01 -0.02 0.01 0.104
H 2.263057 3.674273 2.243625 0.00 0.01 0.00 0.110
H -3.038721 -5.383957 -0.910211 -0.09 0.01 -0.08 0.074
H 3.892386 -2.849214 -4.068058 0.02 -0.03 0.01 0.118
H 0.953406 2.621111 5.777478 0.01 0.00 0.00 0.098
C -5.167447 0.138449 2.871787 0.03 -0.01 0.02 -0.116
H -2.507139 -3.576783 -1.833549 0.15 0.06 -0.22 0.050
H 3.299305 -1.376420 -1.473732 0.00 -0.01 0.00 0.052
Pt 0.140064 -0.317135 -0.027668 -0.05 -0.07 -0.01 1.171
H -6.031800 -0.248475 0.357696 -0.02 -0.01 -0.01 0.005
N 1.103416 1.840159 3.461528 -0.01 -0.01 -0.03 0.179
```
Forces are in eV/Å.

Results
charge: -1
Kohn-Sham gap (spin up / spin down): 3.79 / 3.77 eV
highest occupied orbital energy (spin up / spin down): -2.7710 / -2.7546 eV
max |F|: 1.8 eV Å⁻¹